(1)
This record from the Open Molecules 2025 dataset describes a 10-piece molecular cluster, C5H30N2O9 overall in a non-equilibrium geometry. The level of theory is ωB97M-V with the def2-TZVPD basis set.

Structure (XYZ):
```
46
Properties=species:S:1:pos:R:3:lowdin_spin:R:1
C 1.843 -1.281 1.127 0.024
C 1.671 -1.372 -0.405 0.045
C 1.476 -0.054 -1.000 0.256
C 2.413 0.983 -0.917 0.445
C 0.056 1.119 -2.566 0.073
N 0.270 0.209 -1.662 0.067
N 0.781 -0.474 1.760 0.003
H 2.748 -0.730 1.386 0.000
H 1.879 -2.242 1.630 0.003
H 2.541 -1.946 -0.744 0.018
H 0.881 -2.097 -0.594 0.001
H 3.289 1.071 -0.283 0.014
H 2.359 1.788 -1.645 0.016
H 0.766 1.746 -3.096 0.000
H -0.946 1.088 -2.983 0.001
H -0.465 -0.489 -1.476 0.000
H 0.759 -0.508 2.774 0.000
H -0.184 -0.725 1.484 0.000
H 0.806 0.557 1.734 0.002
H 0.297 4.010 1.950 0.000
H 1.207 4.511 0.894 0.000
O 0.992 3.687 1.358 0.001
H -0.638 -2.874 -3.797 0.000
H 0.176 -3.567 -2.765 0.000
O -0.323 -2.745 -2.889 0.000
H -1.719 -2.049 1.211 0.000
H -0.709 -3.162 0.523 0.000
O -0.860 -2.455 1.143 0.001
H 1.935 2.385 2.259 0.000
H 2.952 1.707 3.057 0.000
O 2.372 1.499 2.305 0.009
H -1.906 -3.076 -1.857 0.000
H -2.544 -3.775 -0.739 0.000
O -2.287 -2.883 -0.980 0.000
H -0.948 2.270 3.398 0.000
H -1.465 1.670 2.076 0.000
O -0.656 1.925 2.545 0.000
H -2.431 0.208 -0.116 0.000
H -2.799 0.026 1.347 0.000
O -2.089 0.376 0.790 0.000
H -1.462 2.067 -0.018 0.000
H -0.212 2.895 0.004 0.002
O -0.770 2.387 -0.620 0.018
H -2.851 -1.181 -1.371 0.000
H -3.466 -0.182 -2.427 0.000
O -2.739 -0.317 -1.807 0.000
```

Calculated values
Orbital gap (alpha / beta) = 7.99 / 5.66 eV
Total charge = +3
HOMO energy (alpha / beta) = -20.6676 / -20.6663 eV
2S+1 = 2

=====

(2)
This record from the Open Molecules 2025 dataset describes a 10-piece molecular cluster, C5H30NO11 overall in a non-equilibrium geometry. The level of theory is ωB97M-V with the def2-TZVPD basis set.

Structure (XYZ):
```
47
Properties=species:S:1:pos:R:3:mulliken_charge:R:1
C 1.368 -0.485 -0.035 -1.062
C 0.590 0.328 -1.032 1.165
C 0.770 -0.072 -2.509 -0.070
C 2.243 0.003 -2.894 -1.456
O 0.362 -1.453 -2.624 -0.654
N -0.841 0.199 -0.682 0.214
C -1.702 1.337 -1.102 -0.812
O -1.658 2.358 -0.209 -0.896
H 2.449 -0.352 0.101 0.277
H 1.004 -0.269 0.977 0.209
H 1.299 -1.572 -0.124 -0.190
H 0.854 1.396 -0.975 0.190
H 0.175 0.595 -3.134 0.330
H 2.883 -0.073 -2.018 0.312
H 2.551 -0.687 -3.672 0.386
H 2.424 0.972 -3.370 0.343
H -0.604 -1.454 -2.583 0.304
H -0.851 0.257 0.332 -0.068
H -2.718 0.916 -1.164 0.237
H -1.424 1.618 -2.119 0.321
H 0.252 -4.020 -2.511 0.313
H 0.657 -2.992 -1.510 0.385
O 0.278 -3.891 -1.551 -0.718
H -2.570 2.792 2.562 0.207
H -1.883 2.114 1.227 0.441
O -2.149 1.997 2.227 -0.683
H -2.421 -2.314 1.022 0.390
H -2.914 -0.876 1.321 0.318
O -2.578 -1.680 1.747 -0.771
H 1.431 -2.291 1.749 0.428
H 0.593 -3.597 1.231 0.305
O 1.369 -3.249 1.670 -0.670
H 2.213 1.234 2.828 0.373
H 1.450 0.068 3.518 0.317
O 2.318 0.477 3.422 -0.693
H -0.501 3.307 -0.248 0.424
H 0.110 4.742 -0.593 0.226
O 0.375 3.848 -0.366 -0.718
H -1.045 0.699 2.997 0.262
H -1.263 -0.767 2.554 0.327
O -0.567 -0.130 2.805 -0.551
H 1.298 3.035 1.225 0.351
H 0.228 2.363 2.050 0.370
O 1.055 2.859 2.151 -0.761
H -1.588 -1.616 -0.753 0.450
H -1.318 -3.167 -1.089 0.434
O -2.002 -2.508 -0.848 -0.833
```

Calculated values
Orbital gap = 8.47 eV
Energy above the lowest of the compared OMol25 structures with the same formula, charge and spin = 0.0 kcal per mole
Total charge = -1
HOMO energy = -5.7294 eV
2S+1 = 1

=====

(3)
This record from the Open Molecules 2025 dataset describes a 10-piece molecular cluster, C5H30NO11 overall in a non-equilibrium geometry. The level of theory is ωB97M-V with the def2-TZVPD basis set.

Structure (XYZ):
```
47
Properties=species:S:1:pos:R:3:lowdin_spin:R:1
C -0.937 0.246 3.089 0.082
N -0.517 0.122 1.718 0.625
C -0.841 1.382 0.931 0.058
C 0.367 1.574 -0.008 0.024
C 0.157 2.814 -0.904 0.007
O -0.782 2.352 -1.902 0.008
C -2.198 1.245 0.275 0.044
O -2.910 2.342 0.134 0.040
H 0.018 0.181 3.800 0.046
H -1.435 1.114 3.521 0.007
H -1.639 -0.477 3.343 0.016
H -0.607 -0.680 1.244 0.023
H -0.887 2.355 1.642 0.002
H 1.335 1.622 0.535 -0.001
H 0.587 0.561 -0.529 0.000
H -0.544 3.543 -0.467 0.000
H 0.991 3.113 -1.457 0.002
H -2.005 0.649 -0.659 0.002
H -2.857 0.589 0.948 0.000
H -2.781 2.580 -0.884 0.001
H 2.000 -2.149 -0.561 0.000
H 3.071 -2.481 0.342 0.000
O 2.437 -2.878 -0.234 0.000
H -1.301 -3.753 2.646 0.000
H -0.471 -2.542 2.210 0.000
O -1.084 -2.853 2.902 0.000
H -0.683 1.245 -2.052 0.000
H -1.835 0.120 -2.735 0.000
O -1.037 -0.146 -2.527 0.005
H 1.152 -4.111 0.322 0.000
H -0.136 -4.053 -0.433 0.000
O 0.240 -4.088 0.496 0.000
H 0.907 -0.774 -4.433 0.000
H -0.390 0.053 -4.199 0.000
O 0.147 -0.352 -4.841 0.000
H 0.611 -0.178 -2.204 0.000
H 0.601 -1.563 -2.017 0.000
O 1.275 -0.836 -1.867 0.000
H 1.885 -0.266 2.009 0.002
H 2.759 0.754 1.337 0.000
O 2.845 -0.051 1.809 0.010
H 2.951 3.216 0.713 0.000
H 2.541 3.455 2.292 0.000
O 3.167 3.087 1.703 0.000
H -2.098 -2.302 -1.601 0.000
H -0.859 -1.402 -1.883 0.000
O -1.209 -2.384 -1.564 0.000
```

Calculated values
Orbital gap (alpha / beta) = 9.61 / 4.84 eV
Energy above the lowest of the compared OMol25 structures with the same formula, charge and spin = 116.0 kcal per mole
Total charge = 0
HOMO energy (alpha / beta) = -9.8858 / -9.8735 eV
2S+1 = 2

=====

(4)
This record from the Open Molecules 2025 dataset describes a 12-piece molecular cluster, C5H31NO11 overall in a non-equilibrium geometry. The level of theory is ωB97M-V with the def2-TZVPD basis set.

Structure (XYZ):
```
48
Properties=species:S:1:pos:R:3:mulliken_charge:R:1
C -0.244 3.601 0.916 -1.264
C 0.813 2.834 0.220 0.221
C 0.856 1.491 0.075 0.342
C 1.974 0.557 -0.186 -0.813
C 2.070 -0.303 -1.212 0.250
N 3.095 -1.151 -1.767 -0.508
H -0.118 4.627 1.182 0.437
H -1.145 3.888 0.265 0.167
H -0.680 3.129 1.761 0.249
H 1.865 3.305 0.096 0.268
H -0.100 0.956 0.120 0.254
H 2.662 0.544 0.731 0.038
H 1.030 -0.456 -1.803 0.016
H 3.930 -1.165 -1.152 0.229
H 2.773 -2.105 -2.045 0.263
O 0.752 -2.831 -3.035 -0.738
H 0.326 -2.527 -2.159 0.366
H 0.356 -3.544 -3.459 0.298
O 0.000 0.268 4.437 -0.629
H -0.636 0.745 4.689 0.222
H -0.079 0.215 3.453 0.361
O -3.182 -2.139 2.177 -0.596
H -3.567 -1.705 1.538 0.306
H -2.445 -2.620 1.822 0.299
O 0.736 2.909 -2.977 -0.604
H 0.969 2.129 -3.685 0.310
H 1.630 3.179 -2.836 0.306
O -0.657 -0.117 1.610 -0.612
H -1.554 -0.427 1.428 0.088
H -0.027 -0.889 1.882 0.461
O -2.253 -3.107 -1.188 -0.618
H -1.972 -2.492 -0.615 0.262
H -3.089 -2.633 -1.346 0.356
O 0.970 -2.021 2.694 -0.605
H 0.911 -2.399 3.546 0.285
H 1.584 -1.373 2.777 0.364
O -0.177 -1.027 -4.700 -0.664
H 0.015 -1.716 -4.061 0.439
H 0.519 -0.423 -4.519 0.286
O 2.402 -0.038 3.584 -0.686
H 1.641 0.509 3.974 0.365
H 3.150 0.476 3.402 0.267
O -3.356 -0.740 -0.363 -0.525
H -2.993 0.130 -0.478 0.263
H -4.293 -0.696 -0.439 0.279
O -1.749 1.404 -1.317 -0.627
H -0.840 1.391 -1.449 0.239
H -1.873 2.356 -1.589 0.330
```

Calculated values
Orbital gap = 8.41 eV
Energy above the lowest of the compared OMol25 structures with the same formula, charge and spin = 155.2 kcal per mole
SMILES = C/C=C/C=C/N.O.O.O.O.O.O.O.O.O.O.O
Total charge = 0
HOMO energy = -8.1262 eV
2S+1 = 1

=====

(5)
This record from the Open Molecules 2025 dataset describes a 11-piece molecular cluster, C5H31NO12 overall in a non-equilibrium geometry. The level of theory is ωB97M-V with the def2-TZVPD basis set.

Structure (XYZ):
```
49
Properties=species:S:1:pos:R:3:mulliken_charge:R:1
C 0.870 -2.852 0.916 -1.540
C -0.033 -1.620 0.992 -0.026
N 0.729 -0.367 0.797 0.194
C -0.118 0.757 0.360 1.937
C -0.399 0.831 -1.145 -0.727
O -0.099 -0.096 -1.898 -0.684
C 0.448 2.108 0.879 -0.969
O -0.404 2.674 1.872 -0.679
H 1.696 -2.773 1.636 0.323
H 0.274 -3.740 1.110 0.451
H 1.350 -2.941 -0.062 0.274
H -0.522 -1.565 1.978 0.333
H -0.831 -1.749 0.262 0.060
H 1.459 -0.513 0.107 0.344
H -1.079 0.641 0.854 -0.652
H -0.910 1.709 -1.536 0.343
H 0.494 2.868 0.112 0.374
H 1.475 1.995 1.256 0.144
H -0.524 2.062 2.620 0.506
O -0.780 0.472 3.431 -0.713
H -0.700 0.305 4.386 0.290
H -0.004 0.097 2.983 0.258
O -2.658 0.038 -0.733 -0.599
H -2.927 -0.105 0.204 0.345
H -2.594 -0.814 -1.226 0.388
O 3.673 -0.092 1.500 -0.740
H 4.057 -0.959 1.688 0.324
H 2.717 -0.151 1.641 0.288
O 1.509 2.177 -1.721 -0.581
H 1.776 2.616 -2.527 0.270
H 2.291 1.618 -1.480 0.373
O 2.095 -1.676 -1.981 -0.686
H 2.404 -2.009 -2.836 0.281
H 1.269 -1.159 -2.089 0.560
O -1.348 -0.809 -4.213 -0.773
H -2.051 -0.183 -4.419 0.317
H -0.795 -0.417 -3.498 0.447
O -3.068 2.713 1.207 -0.796
H -3.109 2.527 0.267 0.313
H -2.108 2.858 1.396 0.476
O -3.152 0.109 1.963 -0.812
H -2.363 0.098 2.546 0.350
H -3.377 1.061 1.850 0.454
O -2.015 -2.311 -1.997 -0.783
H -1.121 -2.144 -1.681 0.303
H -1.983 -1.962 -2.918 0.472
O 3.560 0.551 -1.156 -0.820
H 3.744 0.416 -0.200 0.408
H 3.181 -0.294 -1.495 0.383
```

Calculated values
Orbital gap = 9.86 eV
Energy above the lowest of the compared OMol25 structures with the same formula, charge and spin = 56.3 kcal per mole
SMILES = CCN[C@H](C=O)CO.O.O.O.O.O.O.O.O.O.O
Total charge = 0
HOMO energy = -9.8792 eV
2S+1 = 1

=====

(6)
This record from the Open Molecules 2025 dataset describes C5H31O12 as an isolated structure in a non-equilibrium geometry. The level of theory is ωB97M-V with the def2-TZVPD basis set.

Structure (XYZ):
```
48
Properties=species:S:1:pos:R:3:mulliken_charge:R:1
C 2.297 0.465 -2.029 -0.396
O 1.262 0.711 -3.025 -0.617
C 1.707 -0.337 -0.946 0.268
C 1.080 0.463 0.332 1.362
C 2.109 0.903 1.306 -0.891
C 2.739 -0.293 2.162 -0.691
O 1.653 -0.809 2.964 -0.597
H 3.207 -0.082 -2.533 0.157
H 2.638 1.534 -1.876 0.265
H 0.829 -1.001 -1.126 -0.346
H 2.444 -1.083 -0.587 0.317
H 0.325 -0.135 0.862 -0.884
H 0.584 1.316 -0.018 0.398
H 2.972 1.424 0.981 0.437
H 1.559 1.654 1.991 0.117
H 3.078 -1.009 1.561 0.408
H 3.440 -0.069 2.943 0.366
H 1.081 -1.335 2.351 0.327
H 0.594 -0.011 -3.129 0.243
H 0.419 -2.352 -3.950 0.298
O -0.106 -1.542 -3.775 -0.692
H -1.583 0.363 0.825 0.297
H -2.237 1.804 1.294 0.306
O -1.432 1.372 1.270 -0.878
H -1.411 -1.631 -0.760 0.314
H -2.733 -0.879 -0.245 0.114
O -1.868 -0.743 0.046 -0.786
H -0.689 0.889 3.026 0.366
H 0.425 0.154 3.972 0.408
O -0.569 0.436 3.875 -0.818
H -0.880 2.995 0.203 0.303
H 0.072 3.855 1.046 0.318
O 0.030 3.471 0.131 -0.623
H -0.311 -1.652 -2.826 0.399
H -1.413 -3.103 -1.567 0.223
O -0.822 -2.484 -1.338 -0.936
H -0.652 1.582 -3.102 0.431
H -1.631 0.477 -3.816 0.275
O -1.604 1.363 -3.478 -0.649
H 0.471 -3.113 0.060 0.337
H -0.439 -2.681 1.108 0.368
O 0.487 -2.907 1.046 -0.728
H -1.992 -1.304 1.653 0.480
H -1.555 -0.914 3.028 0.525
O -1.839 -1.753 2.492 -0.766
H -1.845 2.074 -0.634 0.185
H -3.039 1.502 -1.502 0.317
O -2.857 2.074 -0.734 -0.630
```

Calculated values
Orbital gap = 9.67 eV
Energy above the lowest of the compared OMol25 structures with the same formula, charge and spin = 51.3 kcal per mole
Total charge = -1
HOMO energy = -6.8756 eV
2S+1 = 1